A 12-piece molecular cluster, C48H70N11O2P3S2 overall, computed with wB97M-V/def2-TZVPD.

Results
HOMO-LUMO gap (eV): 7.84
SMILES string: CCP(C)[PH2]([PH2]=S)S(C)(=O)=O.c1cc[nH]c1.c1cc[nH]c1.c1cc[nH]c1.c1cc[nH]c1.c1cc[nH]c1.c1cc[nH]c1.c1cc[nH]c1.c1cc[nH]c1.c1cc[nH]c1.c1cc[nH]c1.c1cc[nH]c1
Largest force on an atom (hartree/bohr): 0.0339

Structure (ORCA input):
```
! wB97M-V def2-TZVPD RIJCOSX def2/J DEFGRID3
* xyz 0 1
C 1.2718 4.0982 -2.7150
C 1.3291 2.8511 -3.5912
P -0.2756 2.4524 -4.4337
C -0.0559 0.6623 -4.8256
P -1.8324 2.5721 -2.8579
P -1.4413 0.6116 -1.7855
S -1.8687 0.8803 0.1304
S -2.6363 4.5808 -3.5240
C -1.9244 5.8661 -2.4825
O -2.3292 4.8703 -4.9116
O -4.0524 4.5194 -3.2096
H 0.4026 4.1192 -2.0691
H 2.1727 4.1431 -2.1121
H 1.2746 4.9769 -3.3506
H 2.0351 3.0214 -4.3969
H 1.6543 1.9616 -3.0540
H -0.9711 0.2204 -5.1967
H 0.6582 0.6739 -5.6432
H 0.3903 0.0877 -4.0204
H -1.6305 3.1583 -1.5786
H -3.1356 2.1087 -3.1705
H -0.0946 0.2079 -1.8920
H -2.2583 -0.4166 -2.3035
H -1.2672 6.4772 -3.0845
H -1.4022 5.4357 -1.6352
H -2.7430 6.4746 -2.1199
C 4.0468 4.6333 1.7713
C 5.0541 4.0198 0.9789
C 5.0341 4.6244 -0.2494
N 4.0503 5.5769 -0.2303
C 3.4413 5.5861 0.9966
H 3.7923 4.3965 2.7900
H 5.7138 3.2238 1.2792
H 5.6266 4.4602 -1.1338
H 3.8073 6.1705 -1.0017
H 2.6320 6.2629 1.2094
C 6.2736 1.4229 -1.5329
C 6.9855 0.3886 -2.1968
C 6.3483 0.1534 -3.3843
N 5.2787 1.0031 -3.4589
C 5.2259 1.7860 -2.3364
H 6.5025 1.8529 -0.5728
H 7.8633 -0.1243 -1.8425
H 6.5607 -0.5435 -4.1761
H 4.6289 1.0426 -4.2211
H 4.4518 2.5221 -2.2037
C -3.3127 -3.7069 3.1586
C -3.7056 -2.4652 3.7219
C -3.1233 -1.4748 2.9714
N -2.3954 -2.0667 1.9831
C -2.5075 -3.4240 2.0829
H -3.5861 -4.6912 3.5023
H -4.3418 -2.3164 4.5786
H -3.1649 -0.4026 3.0554
H -1.8625 -1.5729 1.2845
H -2.0077 -4.0733 1.3814
C -4.0152 -1.3184 9.5009
C -3.1151 -1.9475 8.5985
C -3.2692 -1.3394 7.3815
N -4.2267 -0.3725 7.5143
C -4.6874 -0.3517 8.8011
H -4.1552 -1.5510 10.5430
H -2.4350 -2.7532 8.8173
H -2.7833 -1.5093 6.4357
H -4.5495 0.2270 6.7770
H -5.4503 0.3438 9.1051
C 3.0422 -3.9473 1.0287
C 2.4263 -3.3514 -0.1042
C 1.1086 -3.1498 0.2083
N 0.9059 -3.6006 1.4831
C 2.0777 -4.0843 1.9924
H 4.0738 -4.2401 1.1253
H 2.8973 -3.1011 -1.0402
H 0.3015 -2.7260 -0.3657
H 0.0280 -3.5751 1.9706
H 2.1252 -4.4833 2.9905
C -0.5166 9.1478 -0.1627
C 0.3812 8.0559 -0.0232
C 1.6460 8.5401 -0.2302
N 1.5456 9.8780 -0.4914
C 0.2326 10.2572 -0.4507
H -1.5882 9.1223 -0.0606
H 0.1282 7.0336 0.2060
H 2.6033 8.0505 -0.2142
H 2.3175 10.4891 -0.6825
H -0.0550 11.2789 -0.6265
C -8.3694 1.8665 6.3315
C -8.4315 0.4569 6.1590
C -7.4699 0.1145 5.2477
N -6.8309 1.2630 4.8620
C -7.3729 2.3356 5.5182
H -8.9873 2.4669 6.9773
H -9.1043 -0.2264 6.6484
H -7.1846 -0.8408 4.8414
H -6.0844 1.3115 4.1937
H -7.0061 3.3331 5.3496
C 8.7189 4.8711 3.7199
C 9.4217 3.6682 4.0033
C 9.3008 2.8569 2.9076
N 8.5508 3.5230 1.9762
C 8.1923 4.7502 2.4621
H 8.6121 5.7259 4.3659
H 9.9547 3.4275 4.9074
H 9.6816 1.8697 2.7113
H 8.3014 3.1660 1.0728
H 7.5971 5.4258 1.8731
C 2.1485 -5.8332 -2.7263
C 1.8034 -5.0408 -3.8547
C 1.4676 -5.8964 -4.8710
N 1.6002 -7.1722 -4.4013
C 2.0120 -7.1441 -3.0959
H 2.4589 -5.4804 -1.7582
H 1.8004 -3.9648 -3.9128
H 1.1458 -5.7110 -5.8813
H 1.4194 -8.0022 -4.9354
H 2.1704 -8.0545 -2.5444
C -7.2968 -5.7065 0.1314
C -7.3100 -6.3422 1.4007
C -6.2197 -5.8858 2.0950
N -5.5499 -5.0035 1.2960
C -6.1988 -4.8865 0.0999
H -8.0107 -5.8345 -0.6648
H -8.0357 -7.0506 1.7631
H -5.8679 -6.1130 3.0869
H -4.7062 -4.5143 1.5526
H -5.8273 -4.2313 -0.6691
C -1.7337 -8.3588 -7.5984
C -0.6530 -7.6999 -8.2444
C 0.4593 -8.4806 -8.0784
N 0.0917 -9.5839 -7.3546
C -1.2439 -9.5184 -7.0610
H -2.7539 -8.0204 -7.5368
H -0.6889 -6.7614 -8.7710
H 1.4748 -8.3485 -8.4100
H 0.7066 -10.3284 -7.0834
H -1.7276 -10.2981 -6.4989
*
```

Atom charges from the Mulliken analysis, given in e for atoms 1 to 99: atom 1 (C): -0.624, atom 2 (C): -0.593, atom 3 (P): 0.128, atom 4 (C): -1.147, atom 5 (P): 0.110, atom 6 (P): 0.162, atom 7 (S): -0.528, atom 8 (S): 1.055, atom 9 (C): -0.892, atom 10 (O): -0.630, atom 11 (O): -0.689, atom 12 (H): 0.110, atom 13 (H): -0.031, atom 14 (H): 0.375, atom 15 (H): 0.504, atom 16 (H): 0.389, atom 17 (H): 0.381, atom 18 (H): 0.394, atom 19 (H): 0.334, atom 20 (H): -0.014, atom 21 (H): 0.168, atom 22 (H): -0.009, atom 23 (H): 0.109, atom 24 (H): 0.353, atom 25 (H): 0.122, atom 26 (H): 0.460, atom 27 (C): -1.175, atom 28 (C): -0.049, atom 29 (C): -0.750, atom 30 (N): 0.191, atom 31 (C): -0.262, atom 32 (H): 0.444, atom 33 (H): 0.534, atom 34 (H): 0.575, atom 35 (H): 0.225, atom 36 (H): 0.273, atom 37 (C): 0.382, atom 38 (C): -0.959, atom 39 (C): -0.495, atom 40 (N): 0.047, atom 41 (C): -0.587, atom 42 (H): 0.383, atom 43 (H): 0.398, atom 44 (H): 0.405, atom 45 (H): 0.172, atom 46 (H): 0.241, atom 47 (C): -0.924, atom 48 (C): -0.281, atom 49 (C): -0.743, atom 50 (N): 0.339, atom 51 (C): -0.712, atom 52 (H): 0.549, atom 53 (H): 0.616, atom 54 (H): 0.344, atom 55 (H): 0.114, atom 56 (H): 0.662, atom 57 (C): -0.432, atom 58 (C): -0.527, atom 59 (C): -0.476, atom 60 (N): 0.057, atom 61 (C): -0.472, atom 62 (H): 0.393, atom 63 (H): 0.401, atom 64 (H): 0.472, atom 65 (H): 0.197, atom 66 (H): 0.397, atom 67 (C): -0.468, atom 68 (C): -0.779, atom 69 (C): -0.260, atom 70 (N): 0.170, atom 71 (C): -0.596, atom 72 (H): 0.406, atom 73 (H): 0.553, atom 74 (H): 0.416, atom 75 (H): 0.229, atom 76 (H): 0.392, atom 77 (C): -0.861, atom 78 (C): 0.010, atom 79 (C): -0.650, atom 80 (N): 0.019, atom 81 (C): -0.461, atom 82 (H): 0.408, atom 83 (H): 0.505, atom 84 (H): 0.451, atom 85 (H): 0.186, atom 86 (H): 0.395, atom 87 (C): -0.364, atom 88 (C): -0.423, atom 89 (C): -0.502, atom 90 (N): 0.028, atom 91 (C): -0.543, atom 92 (H): 0.406, atom 93 (H): 0.408, atom 94 (H): 0.425, atom 95 (H): 0.194, atom 96 (H): 0.377, atom 97 (C): -0.525, atom 98 (C): -0.449, atom 99 (C): -0.477